Molecular formula: C31H96FeN7O15
Method: DFT, the ωB97M-V functional and the def2-TZVPD basis

Each line ends with the Löwdin spin population.
Element x y z (Å)
Fe  43.81000  9.12111  4.65098  4.31
C  44.31059  10.21867  1.51385  0.02
O  44.08410  9.54025  2.69803  0.17
H  44.70410  11.23047  1.61139  0.00
H  44.96976  9.77072  0.77024  0.00
H  43.37937  10.37238  0.96860  0.00
C  42.84487  7.44601  7.53557  0.02
O  43.23930  8.33693  6.54593  0.13
H  43.68247  7.11294  8.14841  0.00
H  42.00307  7.81775  8.11976  0.00
H  42.40580  6.50249  7.21142  0.00
C  45.99347  11.48210  5.48136  0.02
O  45.34965  10.26246  5.52714  0.18
H  45.61149  12.31806  6.06732  0.00
H  47.02899  11.38909  5.80871  0.01
H  46.05105  11.92492  4.48702  0.00
O  42.42725  10.60839  4.95128  0.05
H  41.78232  10.96205  4.33872  0.00
H  42.10573  10.86797  5.81468  0.00
O  44.80270  4.50827  5.12601  0.00
H  45.26868  3.88350  5.68166  0.00
H  45.09495  4.30392  4.23772  0.00
O  44.84845  7.44110  4.36362  0.04
H  45.64258  7.40583  3.83039  0.00
H  44.79861  6.57930  4.77719  0.00
O  41.98762  8.07658  4.02017  0.03
H  41.30933  8.17278  3.35165  0.00
H  41.77672  7.25256  4.45919  0.00
O  41.16255  5.52942  4.48211  0.00
H  41.36540  5.42540  3.55245  0.00
H  41.56276  4.76786  4.90174  0.00
C  43.71589  3.60210  9.60173  0.00
C  44.52077  3.13944  8.43404  0.00
C  45.70492  4.05352  8.27106  0.00
O  46.54005  3.60319  7.17794  0.00
C  47.52261  4.47660  6.70461  0.00
N  45.06966  1.84293  8.75992  0.00
H  44.16485  3.57269  10.59453  0.00
H  42.85850  2.94563  9.75008  0.00
H  43.29744  4.60151  9.48266  0.00
H  43.88576  3.10864  7.54866  0.00
H  46.15282  4.16031  9.25902  0.00
H  45.29957  5.04726  8.08060  0.00
H  47.11068  5.45868  6.47239  0.00
H  48.22783  4.18802  5.92518  0.00
H  48.09112  4.76671  7.58821  0.00
H  45.45131  2.00215  9.68138  0.00
H  45.87506  1.76935  8.15493  0.00
C  38.63860  11.89826  3.33029  0.00
C  39.69190  10.79800  3.29772  0.00
C  39.21351  9.76328  2.21685  0.00
O  40.09703  8.64161  2.29568  0.00
C  39.77443  7.62465  1.43604  0.00
N  40.99693  11.35126  2.91310  0.00
H  38.66026  12.49579  2.41891  0.00
H  38.85428  12.59910  4.13677  0.00
H  37.61114  11.54647  3.42336  0.00
H  39.69249  10.20879  4.21474  0.00
H  39.29821  10.18259  1.21431  0.00
H  38.17546  9.46069  2.35464  0.00
H  40.55580  6.89214  1.63847  0.00
H  39.86844  8.02751  0.42760  0.00
H  38.82310  7.10602  1.55480  0.00
H  41.43550  10.64330  2.34164  0.00
H  40.76140  12.18708  2.39732  0.00
C  36.51983  2.29466  6.47840  0.00
C  37.32144  3.62381  6.76474  0.00
C  38.68202  3.63151  6.02960  0.00
O  39.64234  2.62308  6.49830  0.00
C  40.28677  2.86998  7.71688  0.00
N  36.46106  4.69903  6.34187  0.00
H  35.53971  2.34285  6.95289  0.00
H  37.08692  1.49925  6.96197  0.00
H  36.37243  2.04165  5.42846  0.00
H  37.53573  3.66804  7.83256  0.00
H  39.08856  4.64286  6.02861  0.00
H  38.58900  3.52487  4.94884  0.00
H  40.71531  3.87200  7.73675  0.00
H  41.02772  2.09181  7.90004  0.00
H  39.49193  2.77530  8.45672  0.00
H  36.89433  5.58811  6.54664  0.00
H  36.56500  4.79373  5.34170  0.00
C  46.18652  8.14816  10.44180  0.00
C  46.87782  8.80841  9.17438  0.00
C  47.37774  7.73262  8.23470  0.00
O  48.59332  7.10559  8.43739  0.00
C  49.69098  7.94631  8.04010  0.00
N  45.90703  9.70349  8.58572  0.00
H  45.57415  7.26070  10.28206  0.00
H  45.62854  8.79295  11.12076  0.00
H  47.06017  7.85782  11.02537  0.00
H  47.68850  9.40634  9.59077  0.00
H  47.41398  8.16998  7.23696  0.00
H  46.60205  6.97839  8.10232  0.00
H  50.63715  7.43356  8.21323  0.00
H  49.67995  8.88422  8.59534  0.00
H  49.57606  8.31959  7.02248  0.00
H  45.01035  9.23987  8.61955  0.00
H  45.97386  10.03966  7.63566  0.00
C  34.32441  9.31400  6.86486  0.00
C  35.38239  8.36308  7.17724  0.00
C  36.78381  8.73201  6.63145  0.00
O  37.64748  7.62011  6.87982  0.00
C  38.98383  7.95366  6.43661  0.00
N  35.42353  8.18811  8.55465  0.00
H  34.74757  10.31502  6.94840  0.00
H  33.48832  9.36164  7.56256  0.00
H  33.86750  9.17650  5.88484  0.00
H  35.21145  7.35789  6.79192  0.00
H  37.05327  9.65670  7.14179  0.00
H  36.63541  8.81626  5.55490  0.00
H  39.74749  7.24340  6.75358  0.00
H  39.34110  8.91661  6.80159  0.00
H  38.99463  8.03409  5.34963  0.00
H  34.58188  7.80040  8.95640  0.00
H  36.15013  7.50632  8.71986  0.00
C  42.48518  11.35631  8.40372  0.00
C  41.00609  10.85895  8.34132  0.00
C  40.16005  11.47627  9.42106  0.00
O  38.83772  10.84286  9.47528  0.00
C  38.84709  9.51303  10.05311  0.00
N  40.51217  11.18609  6.99404  0.00
H  42.57917  12.42601  8.21661  0.00
H  43.10762  10.89741  7.63554  0.00
H  42.94866  11.16413  9.37137  0.00
H  41.06351  9.78304  8.50627  0.00
H  40.01543  12.53049  9.18486  0.00
H  40.64250  11.38849  10.39453  0.00
H  39.18846  8.73203  9.37370  0.00
H  37.80265  9.27708  10.25700  0.00
H  39.38190  9.53258  11.00268  0.00
H  40.34893  12.18031  7.06471  0.00
H  39.59764  10.81152  6.78568  0.00
C  42.62132  7.75247  12.07373  0.00
C  41.84324  6.71145  12.97976  0.00
C  41.13020  5.63275  12.17530  0.00
O  40.21288  6.32021  11.35125  0.00
C  39.54215  5.54824  10.30768  0.00
N  42.72188  6.13777  13.99646  0.00
H  41.92372  8.08871  11.30664  0.00
H  43.55611  7.39740  11.63993  0.00
H  42.85947  8.63439  12.66839  0.00
H  41.10624  7.22532  13.59690  0.00
H  40.52352  4.96384  12.78570  0.00
H  41.83818  5.03000  11.60647  0.00
H  39.07152  4.65353  10.71523  0.00
H  40.35243  5.31492  9.61695  0.00
H  38.89070  6.22670  9.75685  0.00
H  43.12526  6.95221  14.43699  0.00
H  42.02316  5.93823  14.69794  0.00

Values from the calculation:
- Net charge: 0
- 2S+1: 6
- Frontier orbital gap (alpha / beta): 0.286 / 0.276 Ha
- Expectation value of S²: 8.760



Molecular formula: C32H105N7O17
Method: DFT, the ωB97M-V functional and the def2-TZVPD basis

Each line ends with the Mulliken charge.
Element x y z (Å)
C  -4.54469  3.30748  1.96984  -0.62
O  -4.51070  2.03564  1.36487  -0.54
H  -3.63737  3.86257  1.67748  0.20
H  -5.52305  3.76989  1.79864  0.31
H  -4.46983  3.18050  3.05172  0.19
H  -4.52549  2.15116  0.37850  0.34
C  1.88265  1.70204  3.75504  0.00
O  3.07800  2.02207  3.09790  -0.54
H  1.13726  2.44104  3.45237  -0.11
H  1.59748  0.67630  3.48320  0.05
H  2.04032  1.79208  4.85617  0.43
H  3.84646  1.54197  3.44717  0.27
C  6.19484  1.68215  -1.68248  0.08
O  7.50848  1.36009  -2.09611  -0.57
H  6.04159  1.26372  -0.66511  -0.07
H  6.04345  2.73183  -1.56170  0.13
H  5.41762  1.33446  -2.40522  0.13
H  7.89706  0.76111  -1.46282  0.33
C  0.37162  5.41947  1.08114  -0.23
O  1.73366  5.45115  0.66135  -0.55
H  0.29464  4.73810  1.92089  -0.06
H  0.16059  6.40708  1.48451  0.41
H  -0.40698  5.09351  0.34692  0.11
H  2.34024  5.48892  1.40468  0.30
C  -1.60138  2.87794  -5.51923  -1.38
C  -0.07386  3.03221  -5.40607  0.69
C  0.45960  2.85065  -4.01336  -0.69
O  -0.06451  3.87527  -3.11836  -0.24
C  0.79615  4.94075  -2.92086  -0.68
N  0.61005  2.05465  -6.18943  -0.52
H  -2.01178  3.80454  -5.06405  0.34
H  -2.09159  1.98003  -5.12113  0.22
H  -1.76986  2.95343  -6.60208  0.45
H  0.13758  4.08082  -5.63264  0.17
H  1.52357  2.99143  -3.94088  0.72
H  0.18432  1.88738  -3.57141  -0.30
H  0.33981  5.65675  -2.28679  0.30
H  1.11534  5.38040  -3.87902  0.28
H  1.70515  4.58069  -2.40781  0.14
H  1.56517  2.27672  -6.12306  0.21
H  0.29555  1.96353  -7.14871  0.25
C  -1.57684  -1.10231  -3.48896  0.21
C  -1.30762  -1.97481  -4.72758  0.95
C  -2.29241  -3.13596  -4.74599  -1.19
O  -2.11932  -3.90827  -3.50364  -0.11
C  -1.07353  -4.84265  -3.62530  -0.72
N  -1.55368  -1.17977  -5.92533  -0.78
H  -2.55092  -0.58867  -3.44370  0.36
H  -0.79445  -0.35594  -3.38253  -0.38
H  -1.48786  -1.71244  -2.59035  -0.45
H  -0.25016  -2.32576  -4.67137  0.09
H  -2.23249  -3.90846  -5.52670  0.48
H  -3.35100  -2.84324  -4.79235  0.28
H  -1.00476  -5.50540  -2.75454  0.25
H  -0.13065  -4.28961  -3.85375  0.22
H  -1.25205  -5.45401  -4.53268  0.31
H  -1.25577  -1.66870  -6.76222  0.30
H  -0.92500  -0.37452  -5.76116  0.17
C  -3.68158  -3.01441  -0.79047  -1.59
C  -4.87352  -2.15802  -1.18014  1.02
C  -6.12554  -3.00403  -1.16546  -1.23
O  -7.14954  -2.31222  -1.86684  -0.32
C  -8.45328  -2.89021  -1.75022  -0.79
N  -4.95689  -0.93294  -0.39917  -0.19
H  -3.52444  -3.71867  -1.62697  0.49
H  -3.77955  -3.53509  0.17004  0.61
H  -2.81283  -2.35388  -0.75475  -0.08
H  -4.67093  -1.91481  -2.22988  -0.17
H  -6.54412  -3.30752  -0.21069  0.48
H  -5.95823  -3.97940  -1.60765  0.57
H  -9.11502  -2.11604  -2.01822  0.27
H  -8.62070  -3.13015  -0.68722  0.33
H  -8.57310  -3.80427  -2.32040  0.28
H  -5.90872  -0.89721  -0.04308  0.29
H  -4.32895  -0.96594  0.37811  -0.03
C  1.80486  -4.82950  -0.92422  -1.68
C  1.28432  -3.48353  -0.37698  1.39
C  1.11585  -3.57318  1.20020  0.41
O  0.20614  -4.55821  1.71862  -0.54
C  -1.12947  -4.36626  1.40509  -0.51
N  2.10669  -2.32427  -0.81745  0.20
H  1.83931  -4.86818  -2.02422  0.33
H  1.09653  -5.56517  -0.54993  0.40
H  2.82270  -5.11604  -0.64557  0.37
H  0.29216  -3.31480  -0.77628  -0.69
H  0.71656  -2.64802  1.59096  -0.49
H  2.01432  -3.95255  1.68140  0.24
H  -1.45744  -3.30440  1.57701  0.03
H  -1.63906  -5.03741  2.04363  0.49
H  -1.46867  -4.53342  0.37110  0.20
H  3.11806  -2.49820  -0.74133  0.28
H  1.89127  -1.42905  -0.36173  -0.21
C  7.38167  -1.05118  4.54453  -1.45
C  7.30927  -2.06789  3.44184  0.77
C  6.49709  -1.53344  2.26013  -0.88
O  5.14808  -1.60708  2.63220  -0.38
C  4.22888  -1.35166  1.57510  -0.36
N  8.68928  -2.21697  2.97725  -0.59
H  8.11526  -1.29804  5.31359  0.41
H  6.39939  -0.81691  5.01070  0.27
H  7.69838  -0.06873  4.17485  0.36
H  6.84230  -2.99662  3.81771  0.17
H  6.57227  -2.20191  1.36005  0.30
H  6.82554  -0.56208  1.90230  0.26
H  3.26960  -1.58543  1.98520  0.05
H  4.56434  -2.04046  0.77635  0.34
H  4.31122  -0.35107  1.11337  0.26
H  9.32068  -2.13896  3.79321  0.20
H  8.91860  -2.94101  2.29552  0.20
C  -0.30855  1.50221  6.30382  -1.69
C  -1.38838  1.10676  5.28395  2.43
C  -1.79503  -0.39460  5.48025  -0.87
O  -0.60368  -1.15130  5.42540  -0.46
C  -0.23208  -1.80906  4.22892  -0.22
N  -2.57529  1.94505  5.27760  -0.58
H  0.14491  2.45499  6.00396  0.38
H  0.49593  0.79219  6.33622  0.32
H  -0.74042  1.56688  7.32018  0.46
H  -0.94633  1.27358  4.28317  -1.22
H  -2.49906  -0.68629  4.67556  0.20
H  -2.24544  -0.47811  6.46872  0.42
H  -0.40051  -1.18286  3.34550  -0.24
H  -0.86139  -2.69170  4.04758  0.44
H  0.80465  -2.08674  4.30576  0.36
H  -3.37307  1.65064  4.71264  0.15
H  -2.89789  2.13506  6.22649  0.22
C  -1.07646  -0.24230  -0.11232  1.58
C  -0.37186  0.75396  0.83729  2.25
C  0.82560  1.51660  0.21075  -1.28
O  1.84012  0.54705  -0.06379  0.86
C  2.82709  0.95840  -0.98291  -1.49
N  -1.32942  1.80266  1.30659  1.07
H  -1.15972  0.20218  -1.11832  -0.46
H  -2.04351  -0.56303  0.28021  -0.30
H  -0.48611  -1.13121  -0.20272  -0.79
H  0.03041  0.29167  1.74851  -1.61
H  1.31000  2.31031  0.77568  0.10
H  0.43781  2.00845  -0.69218  -0.20
H  2.25415  1.27193  -1.82737  0.19
H  3.44635  0.11347  -1.19178  0.36
H  3.31491  1.78786  -0.54041  0.47
H  -2.18395  1.40581  1.63097  -0.11
H  -1.61723  2.36629  0.53244  -0.34
O  -0.71364  3.79182  3.72595  -0.81
H  -1.41311  3.56534  4.33819  0.33
H  -0.96588  3.25755  2.93788  0.10
O  -3.87074  -0.32996  2.49784  -0.56
H  -4.47490  -0.23610  3.23913  0.31
H  -4.06707  0.50895  1.99191  0.22
O  -4.78037  1.76387  -1.41597  -0.63
H  -5.66028  2.05655  -1.64957  0.20
H  -4.82151  0.82937  -1.17964  0.39
O  -2.26123  3.09363  -1.29792  -0.46
H  -3.07704  2.92721  -1.73832  0.22
H  -1.59653  3.39196  -1.97063  0.22
O  4.05854  4.48797  -0.64264  -0.59
H  4.36156  5.43302  -0.76836  0.29
H  3.12873  4.62447  -0.38197  0.35
O  1.68731  -1.50733  -3.41209  -0.62
H  1.78203  -1.90003  -2.48675  0.36
H  2.52991  -1.06963  -3.67053  0.21

Values from the calculation:
- Net charge: 0
- Frontier orbital gap: 0.339 Ha
- Energy above the lowest of the compared OMol25 structures with the same formula, charge and spin: 0.0000 eV